(1)
# C41H40BrFN5O4RuSSi

C41H40BrFN5O4RuSSi as an isolated structure (ωB97M-V/def2-TZVPD, OMol25).

The expectation value of S² is 8.803. As for the spin multiplicity: 6. The value obtained for the orbital gap (alpha / beta) is 6.44 / 5.53 eV. As for the energy relative to the best compared isomer or geometry (same formula, charge and spin): 75.2 kJ/mol.

Geometry as XYZ:
```
95
Properties=species:S:1:pos:R:3:forces:R:3:lowdin_charge:R:1
Ru -0.50882 0.17671 1.16063 -1.087 1.106 -0.409 1.42
O -3.18270 3.38462 0.39082 -0.067 0.138 -0.213 0.06
C -2.57785 3.97220 -0.66310 -0.116 -0.136 -0.002 -0.26
C -3.36223 4.74783 -1.51785 -0.017 0.006 0.001 -0.01
C -2.80610 5.37261 -2.61866 -0.004 -0.022 0.053 -0.09
C -1.44791 5.24479 -2.88612 -0.035 -0.035 0.013 -0.10
C -0.67029 4.47824 -2.03401 0.104 0.067 0.070 -0.06
C -1.21033 3.82600 -0.92814 -0.107 0.024 0.095 -0.10
C -0.31586 3.02271 0.01175 0.164 0.255 -0.271 -0.36
O -0.97659 2.30588 0.96029 0.202 -0.990 -0.188 -0.26
N 0.53440 2.13141 -0.84928 -0.250 0.327 0.006 0.05
N 0.67883 0.88246 -0.45722 0.361 -1.009 -0.252 -0.12
C 1.35285 0.09039 -1.39344 -0.204 0.486 0.088 -0.19
C 1.53512 -1.23085 -1.37095 0.076 -0.348 0.166 -0.61
Br 0.65780 -2.31011 -0.05167 0.179 0.077 -0.077 0.87
C 2.34693 -2.01097 -2.27680 -0.002 0.012 -0.102 -0.08
C 3.51447 -1.59164 -2.96421 -0.038 -0.020 0.078 -0.23
C 4.23075 -0.40635 -2.68371 0.061 0.053 0.029 -0.03
C 5.35854 -0.07282 -3.40949 -0.047 -0.011 0.012 -0.08
C 5.81410 -0.89621 -4.43439 -0.016 -0.005 0.020 -0.08
C 5.13722 -2.08241 -4.71270 0.018 0.015 0.005 -0.08
C 4.01747 -2.42837 -3.98963 -0.014 -0.027 -0.019 -0.04
H -2.49036 2.82014 0.81445 -0.062 0.037 0.054 0.06
H -4.41839 4.82994 -1.29188 0.032 0.010 -0.028 0.12
H -3.43422 5.96552 -3.27156 -0.005 -0.006 0.005 0.10
H -1.00199 5.73832 -3.74037 -0.011 -0.017 0.038 0.10
H 0.39860 4.41708 -2.22345 -0.012 -0.033 0.032 0.11
H 0.38767 3.72363 0.48660 0.132 -0.063 0.053 0.15
H 0.39421 2.23997 -1.85276 0.026 0.097 0.052 0.12
H 1.78369 0.61002 -2.24466 -0.010 0.094 0.070 0.13
H 2.02097 -3.03013 -2.44774 -0.084 0.045 -0.059 0.09
H 3.92528 0.22614 -1.86070 -0.015 -0.018 -0.020 0.10
H 5.89461 0.83651 -3.16926 0.003 -0.010 0.001 0.11
H 6.69476 -0.62425 -5.00089 -0.007 -0.004 0.002 0.10
H 5.49418 -2.73703 -5.49727 -0.007 0.002 0.000 0.10
H 3.49347 -3.35182 -4.20840 0.012 0.014 0.001 0.11
C -1.13646 -5.39891 -4.38718 -0.019 0.059 0.034 -0.05
C -1.46093 -4.12410 -3.65217 0.017 -0.064 -0.037 -0.27
C -0.86948 -2.91933 -4.00824 0.079 0.001 0.006 -0.04
C -1.18123 -1.74191 -3.34090 -0.076 -0.064 0.043 -0.06
C -2.10506 -1.76411 -2.30752 0.029 -0.053 -0.148 -0.29
C -2.72816 -2.95739 -1.95124 0.136 0.043 0.039 -0.05
C -2.39184 -4.12367 -2.61293 -0.034 -0.045 -0.006 -0.03
S -2.51357 -0.22827 -1.51893 0.047 -0.052 0.270 0.60
O -3.90657 0.01773 -1.75366 -0.089 0.039 -0.093 -0.28
O -1.55979 0.72642 -2.00892 0.079 0.068 0.021 -0.30
N -2.22991 -0.43919 0.07909 -0.549 -0.372 0.356 -0.24
C -3.22735 -1.03899 0.89866 0.270 0.305 -0.277 -0.24
C -4.48854 -1.48128 0.54574 -0.072 -0.024 -0.037 -0.03
C -5.35896 -2.07919 1.47864 -0.004 0.025 -0.159 -0.06
C -5.01700 -2.23029 2.78678 0.011 -0.008 0.104 -0.04
C -3.75781 -1.75852 3.20835 0.023 0.020 0.036 -0.15
C -3.34274 -1.81499 4.55640 -0.087 -0.030 -0.033 0.01
C -2.13510 -1.30352 4.92024 0.085 0.058 0.047 -0.02
C -1.31695 -0.73614 3.93486 0.200 -0.070 0.289 -0.13
N -1.65626 -0.68884 2.66778 -0.200 -0.129 -0.198 -0.02
C -2.87818 -1.17934 2.27095 0.123 0.080 0.015 -0.14
H -0.24184 -5.28632 -4.99910 -0.008 0.002 0.012 0.07
H -1.95887 -5.67994 -5.04815 0.004 -0.003 0.002 0.08
H -0.97757 -6.22565 -3.69352 0.001 0.015 -0.003 0.08
H -0.14862 -2.89544 -4.81859 -0.022 -0.002 0.015 0.11
H -0.72356 -0.80461 -3.62285 0.025 0.002 0.018 0.11
H -3.45492 -2.98446 -1.15105 0.018 0.001 -0.040 0.10
H -2.86876 -5.05466 -2.32510 0.019 0.027 -0.007 0.12
H -4.83799 -1.34182 -0.46214 -0.028 -0.017 -0.026 0.09
H -6.33050 -2.41229 1.13480 0.030 0.026 -0.030 0.11
H -5.69062 -2.67850 3.50648 0.027 0.014 -0.016 0.11
H -4.00808 -2.25178 5.29241 0.013 -0.010 -0.030 0.12
H -1.79507 -1.31433 5.94594 0.003 0.008 -0.016 0.11
H -0.35890 -0.30644 4.18489 0.039 0.005 -0.060 0.09
C 3.10633 0.16350 4.42072 0.129 0.067 0.132 -0.17
Si 2.30826 -0.45775 2.84705 -0.589 0.751 -0.181 0.38
C 3.61311 -0.55072 1.50476 0.190 -0.205 -0.154 -0.18
C 1.64862 -2.17223 3.24014 -0.009 -0.164 -0.034 -0.22
N 0.98004 0.63566 2.42051 1.065 -0.206 1.115 -0.25
C 1.10515 1.98205 2.83926 0.244 -0.511 -0.406 -0.34
C 2.26644 2.71330 2.56562 0.065 0.020 -0.084 -0.06
C 2.41539 4.04051 2.94133 -0.036 -0.020 0.013 -0.09
C 1.38145 4.69049 3.59755 0.002 -0.013 0.038 -0.09
C 0.21258 3.99397 3.87765 -0.100 0.002 -0.006 -0.01
C 0.09760 2.67339 3.50059 0.009 0.233 0.196 -0.25
F -1.05028 2.02441 3.80550 -0.009 0.012 -0.029 0.05
H 3.49906 -0.69043 4.98292 0.014 0.071 -0.022 0.03
H 2.38697 0.68774 5.05604 0.024 -0.053 0.001 0.04
H 3.93572 0.84768 4.22794 -0.068 -0.001 0.031 0.03
H 3.66221 -1.55098 1.06422 0.052 0.065 -0.051 0.02
H 4.60030 -0.31557 1.91583 -0.048 -0.041 -0.055 0.03
H 3.40780 0.15853 0.70044 -0.018 -0.003 0.013 0.01
H 2.33872 -2.93133 2.85725 -0.055 0.022 0.069 0.03
H 0.67216 -2.37289 2.80191 -0.032 -0.040 0.016 -0.04
H 1.56486 -2.31126 4.32225 -0.014 0.028 -0.055 0.03
H 3.05874 2.21688 2.01208 -0.057 0.031 0.056 0.10
H 3.33045 4.56705 2.70066 -0.011 -0.005 0.023 0.10
H 1.47772 5.72719 3.89232 -0.016 -0.014 -0.014 0.10
H -0.62454 4.46069 4.38138 0.027 0.009 -0.008 0.12
```
Forces are in eV/Å.

***

(2)
# C41H40BrLaN7O11SSb

C41H40BrLaN7O11SSb as an isolated structure (ωB97M-V/def2-TZVPD, OMol25).

The value obtained for the orbital gap is 6.60 eV. As for the energy relative to the best compared isomer or geometry (same formula, charge and spin): 408.1 kJ/mol.

Geometry as XYZ:
```
103
Properties=species:S:1:pos:R:3:forces:R:3:lowdin_charge:R:1
La 0.57527 -1.42352 0.14636 1.702 0.701 -1.234 1.96
N -2.91055 0.80372 -2.50779 -1.063 0.256 0.433 0.00
C -3.18642 1.18231 -3.93138 0.889 2.275 2.219 -0.20
C -1.88962 1.19492 -4.71910 -0.528 1.193 -0.408 -0.28
N -1.79813 0.06510 -5.59628 0.964 -1.229 -0.419 0.00
H -3.67795 1.11289 -1.89161 0.671 -0.022 -0.287 0.10
H -1.98999 1.08962 -2.08375 -0.949 0.078 -0.655 -0.06
H -3.59084 2.20640 -3.83312 0.103 -0.216 -0.515 0.11
H -3.94567 0.60040 -4.38361 -0.615 -1.002 -0.297 0.10
H -1.06201 1.29268 -3.97681 -0.236 0.061 -0.820 0.12
H -1.99800 2.11007 -5.35646 0.692 -0.530 0.577 0.12
H -1.07805 -0.61779 -5.28948 -0.604 0.656 -0.350 0.05
H -1.62941 0.35239 -6.55986 0.100 -0.299 0.498 0.07
O 1.15919 -5.37037 1.50044 0.846 2.585 -0.467 0.04
C 1.53425 -4.17603 1.55488 0.111 -2.079 0.317 -0.58
O 1.83197 -3.35448 0.58745 -0.428 -0.800 0.260 -0.24
C 1.73087 -3.58567 2.93370 0.981 -0.246 1.717 -0.04
C 2.63102 -4.19213 3.88745 -1.411 0.343 -2.389 0.10
C 2.83700 -3.60434 5.14585 0.497 -1.696 -0.655 -0.17
C 2.18747 -2.48041 5.52268 -1.534 1.398 -0.402 0.06
C 1.18440 -1.97235 4.66617 0.370 -0.055 -1.341 -0.03
C 1.04688 -2.37498 3.25172 1.329 0.733 2.307 -0.26
O 0.54274 -1.55893 2.38485 -0.360 -0.838 1.098 -0.29
N 0.35656 -0.88123 5.19543 -0.601 -0.751 -0.470 -0.32
O 0.73445 -0.50444 6.29266 -0.910 1.178 -0.100 0.04
O -0.69122 -0.52606 4.60874 2.036 -0.390 1.229 0.05
N 3.66707 -4.24525 6.16383 2.354 0.072 1.695 -0.31
O 4.00984 -3.54271 7.16503 -0.999 -1.551 -2.177 0.02
O 4.07169 -5.40807 6.01066 -1.035 1.841 -0.119 0.06
H 3.17542 -5.05140 3.44170 -0.373 0.462 1.085 0.14
H 2.50392 -1.98732 6.44148 -0.680 -0.286 -0.172 0.13
N 6.93808 0.88988 0.78345 0.405 0.236 -0.113 0.11
C 5.62222 0.65648 0.52548 -1.064 0.015 0.490 -0.32
C 5.24925 -0.57472 -0.02225 -0.972 -1.735 -1.186 -0.01
C 3.90334 -0.91164 -0.33258 1.968 4.185 1.110 -0.09
N 2.96326 0.06579 -0.13348 -0.301 -2.022 -0.186 -0.06
C 3.28909 1.23706 0.41850 0.718 -0.867 0.058 -0.16
C 4.57526 1.57914 0.81316 0.486 -0.074 -0.351 0.00
H 7.60364 0.20356 0.47728 -0.021 -0.076 0.145 0.10
H 7.26373 1.52592 1.48945 -0.269 0.109 -0.104 0.10
H 6.00047 -1.33887 -0.30986 -0.302 0.678 0.489 0.12
H 3.68018 -1.82713 -0.81651 -0.633 -0.692 -0.185 0.08
H 2.43243 1.87085 0.54483 -0.015 0.469 0.108 0.05
H 4.79406 2.56566 1.24781 -0.122 -0.550 -0.211 0.11
N -2.78897 -1.66032 -2.77366 1.036 -1.339 1.346 0.10
C -3.22854 -2.61929 -1.70193 0.318 -0.644 -0.114 -0.08
C -2.58035 -2.50643 -0.31897 -0.165 0.452 0.838 -0.62
O -3.24658 -2.51399 0.72247 0.716 0.141 -1.575 0.05
O -1.28421 -2.49617 -0.40617 -1.730 -0.238 -0.130 -0.29
H -3.32149 -1.82520 -3.60191 -0.253 -0.346 -0.736 0.11
H -1.75732 -1.76266 -3.02268 -0.924 0.038 0.176 0.10
H -2.93615 -0.48048 -2.50751 0.391 -0.171 -0.035 0.04
H -2.88363 -3.64728 -1.92888 -0.550 0.349 -0.490 0.14
H -4.30710 -2.58691 -1.59919 -0.108 -0.021 -0.105 0.12
Br 0.26980 -6.18214 -6.94431 -0.844 -0.029 -0.676 0.76
C 0.91468 -5.41676 -5.37636 0.029 0.190 1.193 -0.72
C 1.85422 -6.17740 -4.72553 1.695 -0.210 0.970 -0.15
C 2.66108 -5.57811 -3.73486 -2.371 0.747 -1.450 -0.05
C 2.31366 -4.32720 -3.28321 -0.217 0.947 0.877 -0.01
C 1.22465 -3.59012 -3.81745 -0.209 -1.100 0.160 -0.11
C 0.51457 -4.16056 -4.86736 0.549 -0.776 -1.152 -0.05
C 0.75191 -2.30079 -3.19510 0.991 1.330 0.642 -0.55
O 1.38499 -1.91383 -2.14660 -0.667 -0.504 -0.666 -0.21
O -0.14938 -1.60363 -3.73023 0.046 -0.890 0.125 -0.06
H 2.08223 -7.23944 -4.89710 -0.345 0.655 -0.681 0.11
H 3.51714 -6.08196 -3.43165 1.177 -0.850 1.034 0.09
H 2.81029 -3.94345 -2.38879 -0.026 0.193 -0.467 0.11
H -0.30209 -3.69477 -5.40060 0.005 0.449 0.295 0.11
S -0.41971 1.35771 -0.63334 0.251 0.240 -0.153 0.06
Sb -1.27493 2.97908 0.74569 -0.013 -1.535 -0.785 1.36
C -3.43076 2.27362 0.93123 -0.078 -1.179 -0.156 -0.28
C -3.69568 0.87292 0.64218 1.964 0.970 0.400 -0.14
C -4.96194 0.33585 0.74556 -0.146 1.408 -0.429 -0.07
C -6.03433 1.15776 1.10934 0.095 0.492 0.648 -0.05
C -5.79671 2.48319 1.50544 1.938 -0.949 -0.867 -0.07
C -4.50175 3.05492 1.36049 0.042 0.570 0.052 -0.13
C -0.07044 2.71266 2.48820 -2.690 0.758 0.119 -0.37
C 1.18401 3.20768 2.50791 1.509 0.282 -0.419 -0.16
C 1.85287 3.24502 3.74329 1.496 0.413 -0.310 -0.07
C 1.15486 3.15420 4.92931 -0.628 -0.594 -0.854 -0.05
C -0.15247 2.65254 4.85211 -0.018 0.269 2.342 -0.09
C -0.75567 2.38168 3.67846 -0.640 -0.338 -1.783 -0.13
C -0.90599 4.80742 -0.37465 -0.839 -0.057 0.350 -0.34
C -1.74201 4.95406 -1.49758 -0.439 -0.280 -0.470 -0.13
C -2.00725 6.22840 -2.01677 0.092 -0.361 0.520 -0.06
C -1.43402 7.32955 -1.36737 -2.040 0.570 -2.155 -0.10
C -0.56214 7.19130 -0.35079 1.491 -0.419 0.789 -0.09
C -0.23720 5.91910 0.13081 -0.227 0.220 0.262 -0.11
H -2.86004 0.17547 0.38636 -0.716 0.851 0.188 0.07
H -5.09680 -0.67571 0.44841 -0.133 -0.770 0.096 0.09
H -7.04184 0.73727 1.14819 0.309 0.199 0.120 0.11
H -6.51987 3.07593 1.97838 -1.208 0.691 0.189 0.08
H -4.34361 4.14813 1.55431 -0.292 -1.188 0.045 0.11
H 1.66548 3.57968 1.57774 -0.140 -0.503 0.811 0.11
H 2.95974 3.31794 3.72248 -0.849 0.596 0.190 0.12
H 1.55433 3.45202 5.88060 0.403 -0.319 0.179 0.11
H -0.70499 2.47302 5.78654 0.309 0.055 -0.479 0.13
H -1.75781 1.93930 3.61562 0.439 0.226 0.237 0.11
H -2.18138 4.04956 -1.97463 0.168 0.739 0.482 0.10
H -2.71807 6.41866 -2.83820 0.564 -0.430 0.417 0.12
H -1.78195 8.30081 -1.75367 0.568 -0.290 0.462 0.12
H -0.06970 8.05966 0.06086 0.024 0.030 0.138 0.11
H 0.52718 5.86346 0.89800 -0.304 -0.257 0.226 0.10
```
Forces are in eV/Å.